# CH15NO5

6 unconnected molecules or ions with the total composition CH15NO5 (the ωB97M-V functional and the def2-TZVPD basis, the Open Molecules 2025 dataset).

Output
LUMO   0.464 eV
E   -478.02046 hartree
Energy above the lowest of the compared OMol25 structures with the same formula, charge and spin   1.272 eV
HOMO energy   -9.56 eV

XYZ file:
```
22
CH15NO5, DFT the ωB97M-V functional and the def2-TZVPD basis
C 0.2878 0.6544 -1.6474
N 1.5413 1.1837 -1.0259
H -0.1054 1.4376 -2.3486
H -0.3333 0.4292 -0.8068
H 0.4042 -0.2843 -2.2780
H 1.9371 1.9336 -1.6147
H 1.2944 1.6757 -0.1415
O -4.0980 -0.8159 -0.2714
H -4.1053 -1.3608 0.5278
H -4.1627 -1.4776 -0.9598
O -2.4406 1.9751 0.4301
H -1.8533 1.2137 0.7715
H -3.2501 1.4042 0.1964
O 1.1498 -1.8492 1.8620
H 1.3427 -2.5043 2.5837
H 1.9409 -1.5591 1.4234
O 3.1018 -1.3474 -0.8657
H 2.4698 -0.6120 -1.0910
H 3.0009 -2.0373 -1.5745
O 0.3301 0.8861 2.0766
H 0.4691 -0.0323 2.0977
H 1.0785 1.0869 2.6560
```

---

# CH16Fe2O11

A molecular structure, CH16Fe2O11 (the ωB97M-V functional and the def2-TZVPD basis, the Open Molecules 2025 dataset).

Output
LUMO (spin up / spin down)   -10.189 / -10.534 eV
E   -3402.09870 hartree
Net charge   +2
HOMO energy (spin up / spin down)   -14.96 / -14.96 eV
Spin multiplicity   9

XYZ file:
```
30
CH16Fe2O11, DFT the ωB97M-V functional and the def2-TZVPD basis
Fe 3.1012 -0.6064 -2.4020
Fe 0.6715 2.4012 -1.2664
C 0.8277 -0.0465 -0.4539
O 0.5613 -1.2335 -0.2786
O 0.1117 0.9255 0.0121
O 1.6205 0.3647 -1.4641
O -0.8679 1.9464 -2.6149
H -1.3607 2.7103 -2.9559
H -1.1045 1.2142 -3.2049
O -2.6665 1.0348 0.9121
H -1.7812 0.8435 0.5771
H -2.7846 1.9836 0.8135
O 0.4260 1.0097 2.9751
H 0.2638 1.3294 2.0832
H -0.4346 1.0361 3.4104
O -2.2903 -1.6762 -0.8946
H -2.3589 -0.7369 -0.6919
H -1.3529 -1.8755 -1.0008
O -0.2722 3.8704 -0.1743
H 0.0101 4.7989 -0.1562
H -1.1937 3.8799 0.1253
O -0.7237 -1.6459 2.6394
H 0.1433 -1.4596 3.0141
H -0.6181 -1.5080 1.6941
O 1.2990 -4.3074 0.3587
H 1.1103 -3.3731 0.2536
H 0.4429 -4.7449 0.2821
O 3.1282 -1.9420 -0.9073
H 3.8249 -2.1146 -0.2514
H 2.2675 -2.0782 -0.4336
```

---

# CH16N2O5

6 unconnected molecules or ions with the total composition CH16N2O5 (the ωB97M-V functional and the def2-TZVPD basis, the Open Molecules 2025 dataset).

Output
LUMO   0.449 eV
E   -533.38443 hartree
Energy above the lowest of the compared OMol25 structures with the same formula, charge and spin   1.079 eV
HOMO energy   -8.94 eV

XYZ file:
```
24
CH16N2O5, DFT the ωB97M-V functional and the def2-TZVPD basis
N -0.8795 0.0794 -2.8841
C -1.6534 0.1251 -1.6668
N -0.9651 -0.3579 -0.4619
H -0.6073 0.9287 -3.3569
H -0.1586 -0.6121 -2.9212
H -1.9271 1.1886 -1.4834
H -2.6367 -0.4303 -1.9715
H -1.2375 -1.3051 -0.3017
H 0.0145 -0.1776 -0.3791
O 0.0506 1.8876 1.8045
H -0.3336 1.4434 2.5714
H -0.5351 1.5461 1.1111
O 0.9139 -3.4612 -0.0314
H 1.0412 -4.2833 -0.5174
H 1.8044 -3.0906 -0.0763
O 2.3056 -0.1796 0.4149
H 2.1547 -0.0250 1.3517
H 2.3414 0.7183 0.0326
O -2.2692 -0.3964 2.5671
H -2.0850 -1.1940 3.0796
H -1.7328 -0.5929 1.7843
O 1.9408 2.4744 -0.3627
H 1.5971 2.3150 -1.2573
H 1.1275 2.3496 0.1588
```

---

# CH16O7

8 unconnected molecules or ions with the total composition CH16O7 (the ωB97M-V functional and the def2-TZVPD basis, the Open Molecules 2025 dataset).

Output
LUMO (spin up / spin down)   -7.625 / -8.827 eV
E   -573.73245 hartree
Net charge   +1
Energy above the lowest of the compared OMol25 structures with the same formula, charge and spin   6.658 eV
HOMO energy (spin up / spin down)   -14.93 / -14.04 eV
Spin multiplicity   2

XYZ file:
```
24
CH16O7, DFT the ωB97M-V functional and the def2-TZVPD basis
C -0.4875 -1.4731 -1.4981
O -2.7801 0.7766 -0.9690
H 0.5328 -1.1046 -1.4758
H -0.8654 -1.4733 -0.4726
H -0.5902 -2.4771 -1.8966
H -1.0735 -0.7889 -2.1134
H 1.6659 -1.0593 0.4511
H 1.1744 -1.2316 1.9012
O 1.3118 -1.7329 1.0798
H 2.1168 1.0831 0.1014
H 3.6473 -0.1128 -0.2913
O 2.6753 -0.1982 -0.3050
H -2.3609 -1.5514 1.0967
H -2.5762 0.1873 -0.1706
O -1.8635 -0.7517 0.8216
H 0.4583 2.1346 -0.3910
H 1.9020 2.8395 -0.1449
O 1.7167 2.0092 0.3082
H -3.0235 1.7040 -0.8849
H -1.3996 1.3057 -0.7065
O -0.5896 1.9701 -0.5246
H 0.4292 0.7111 2.1427
H -0.3073 -0.5429 1.6200
O 0.2868 -0.2234 2.3214
```

---

# CH19NO9

9 unconnected molecules or ions with the total composition CH19NO9 (the ωB97M-V functional and the def2-TZVPD basis, the Open Molecules 2025 dataset).

Output
LUMO   -0.584 eV
E   -781.34924 hartree
Energy above the lowest of the compared OMol25 structures with the same formula, charge and spin   2.274 eV
HOMO energy   -10.36 eV

XYZ file:
```
30
CH19NO9, DFT the ωB97M-V functional and the def2-TZVPD basis
N 0.3365 -0.6619 1.5009
C 0.4705 -1.9706 1.1163
O 0.9739 -2.1315 0.0370
H 0.5857 0.1511 0.8904
H -0.0683 -0.3731 2.3369
H 0.1450 -2.6112 1.9611
O 1.5995 2.0560 -0.9660
H 1.7298 2.9847 -0.9048
H 2.3495 1.7694 -0.4692
O 2.0496 0.3003 -2.9375
H 1.6939 0.5699 -2.0799
H 1.6210 -0.4929 -3.0442
O 2.2716 0.4607 2.7481
H 2.8028 1.2963 2.6655
H 2.9486 -0.1179 2.2732
O -2.5830 0.9245 2.2039
H -2.7813 1.8805 2.0791
H -1.6031 0.8896 2.1462
O 0.3046 -1.7806 -3.0388
H 0.5336 -2.3967 -2.2708
H -0.2914 -1.0938 -2.9289
O -2.6157 -0.8222 0.3470
H -2.6605 -0.0112 0.8806
H -2.1274 -1.5779 0.6700
O -1.0459 2.3135 1.0712
H -0.7244 3.1799 1.1537
H -0.5877 2.2036 0.1897
O -1.6726 -0.0238 -1.9475
H -0.8158 0.2745 -1.6421
H -2.1843 -0.4419 -1.2496
```

---

# CH20F3O13S

11 unconnected molecules or ions with the total composition CH20F3O13S (the ωB97M-V functional and the def2-TZVPD basis, the Open Molecules 2025 dataset).

Output
LUMO   2.622 eV
E   -1726.12888 hartree
Net charge   -1
Energy above the lowest of the compared OMol25 structures with the same formula, charge and spin   0.338 eV
HOMO energy   -7.63 eV

XYZ file:
```
38
CH20F3O13S, DFT the ωB97M-V functional and the def2-TZVPD basis
C 0.8587 1.2912 0.5448
F 2.0122 1.0154 1.1972
F 0.0140 1.7560 1.4919
F 1.0394 2.2333 -0.3484
S 0.0747 -0.3010 -0.2137
O 0.9995 -0.8027 -1.2710
O -0.0474 -1.1897 0.9515
O -1.2161 0.1256 -0.7797
O 1.4508 0.7968 -4.0748
H 0.6853 1.0355 -4.5975
H 1.1297 0.1275 -3.4705
O -2.9302 2.1211 -0.6609
H -2.3994 1.3929 -0.9838
H -3.0173 1.9567 0.2781
O -0.6368 -1.1258 3.8296
H -0.2759 -1.9542 4.1456
H -0.4887 -1.1447 2.8841
O -2.3244 2.6594 2.5448
H -1.7729 3.3482 2.1738
H -1.7849 2.2622 3.2284
O 3.4916 -0.4796 -2.3756
H 3.2560 -1.2335 -2.9163
H 2.6864 -0.2589 -1.9076
O 2.0659 -3.4721 0.5966
H 2.6823 -3.1589 1.2586
H 1.6606 -2.6769 0.2507
O -3.6978 -1.1580 0.0272
H -2.8240 -0.8348 -0.1926
H -3.5467 -1.8157 0.7060
O -0.8913 -3.4353 2.2387
H -0.5249 -4.2950 2.4461
H -0.2032 -2.9952 1.7397
O 3.7843 3.0517 0.2428
H 3.2341 2.3656 0.6207
H 3.6026 3.0150 -0.6962
O -1.9377 0.9369 -3.1168
H -1.5490 0.4610 -2.3829
H -2.6598 0.3802 -3.4084
```

---

# CH24NO11

A molecular structure, CH24NO11 (the ωB97M-V functional and the def2-TZVPD basis, the Open Molecules 2025 dataset).

Output
LUMO   2.845 eV
E   -934.92047 hartree
Net charge   -1
Energy above the lowest of the compared OMol25 structures with the same formula, charge and spin   1.054 eV
HOMO energy   -6.27 eV

XYZ file:
```
37
CH24NO11, DFT the ωB97M-V functional and the def2-TZVPD basis
N 1.0263 1.1385 2.4932
C -0.0960 0.4672 1.9257
O -0.0557 0.2482 0.5283
H 1.2744 2.0159 2.0640
H 1.8552 0.5483 2.4493
H -0.3207 -0.4814 2.4630
H -0.9734 1.0947 2.1347
H -2.8973 -1.2764 0.3811
H -2.4229 0.1109 0.8625
O -3.2105 -0.3658 0.5840
H -1.6299 -2.7486 0.2442
H -2.5240 -2.6918 1.6336
O -2.4875 -3.0141 0.7223
H -0.2009 -1.2542 0.2207
H 0.5658 -2.5241 -0.5036
O -0.1677 -2.2644 0.0849
H 2.7439 -1.6537 1.1966
H 2.0811 -2.4161 2.2328
O 2.8864 -1.8815 2.1491
H 2.7297 0.6779 0.1733
H 1.2037 0.0234 0.3260
O 2.3150 -0.1872 0.1355
H 0.1365 0.6639 -2.7686
H -1.0609 -0.2826 -2.8942
O -0.3941 0.1743 -3.4293
H 0.7845 1.7583 -1.0576
H 1.1430 1.9269 -2.7289
O 1.3258 1.6410 -1.8300
H 2.1677 -1.0315 -2.1143
H 3.3840 -1.4164 -1.4108
O 2.6242 -1.8347 -1.8215
H -3.5242 1.7424 0.5253
H -2.6084 1.8688 -0.6493
O -3.3490 2.3221 -0.2299
H -1.3869 2.4499 -1.4360
H -0.0969 3.2559 -1.0256
O -0.8403 3.1959 -1.6304
```

---

# CH27O13

13 unconnected molecules or ions with the total composition CH27O13 (the ωB97M-V functional and the def2-TZVPD basis, the Open Molecules 2025 dataset).

Output
LUMO   2.444 eV
E   -1032.46794 hartree
Net charge   -1
Energy above the lowest of the compared OMol25 structures with the same formula, charge and spin   0.931 eV
HOMO energy   -6.65 eV

XYZ file:
```
41
CH27O13, DFT the ωB97M-V functional and the def2-TZVPD basis
C 2.3793 17.5080 15.4985
O 2.8524 16.6876 14.4701
H 1.7210 16.8615 16.1031
H 1.6452 18.2102 15.1022
H 3.0680 17.9782 16.1720
O 3.9042 18.8218 13.1599
H 3.4468 18.1059 13.6201
H 4.7015 18.3396 12.9118
O -0.5648 18.8281 13.6193
H -0.1231 17.9470 13.7496
H 0.1419 19.4727 13.4799
O 5.4864 16.7908 15.3526
H 5.8429 17.4203 14.7724
H 4.5204 16.8095 15.1546
O 1.4045 14.1414 12.4910
H 2.3303 14.0327 12.7208
H 1.0648 14.8581 12.9807
O 3.6810 15.2187 18.2932
H 3.2797 16.0886 18.1751
H 3.2499 14.6898 17.6235
O 2.2495 14.3240 16.1073
H 2.4610 15.0463 15.5167
H 1.4397 14.6995 16.5300
O -1.3056 17.9936 16.3467
H -0.9194 18.6219 15.7032
H -0.5580 17.6498 16.8632
O 1.4779 17.2481 12.0827
H 1.8824 17.2366 12.9460
H 2.0262 16.5781 11.5729
O 0.2768 16.0502 14.2185
H -0.1421 15.6511 14.9630
H 1.1524 16.2023 14.6140
O 1.5211 20.4966 13.2667
H 2.2846 19.9067 13.3828
H 1.6255 20.9926 12.4400
O 0.1860 15.4276 17.5026
H 0.6731 15.1223 18.3037
H -0.4097 14.6806 17.1976
O 4.0862 14.6994 13.2032
H 4.4976 14.8245 12.3513
H 3.6968 15.5695 13.4434
```